{"formula": "C12H19NO2P3", "method": "wB97M-V/def2-TZVPD", "relative_energy_kj_mol": 0.0, "charge": 1, "max_force_ev_per_a": 0.57, "energy_ha": -1697.6937, "symbols": ["P", "P", "P", "O", "O", "N", "C", "C", "C", "C", "C", "C", "C", "C", "C", "C", "C", "C", "H", "H", "H", "H", "H", "H", "H", "H", "H", "H", "H", "H", "H", "H", "H", "H", "H", "H", "H"], "xyz": [[0.9342, 1.9133, 1.6074], [0.2898, 0.2586, 0.2046], [0.2358, 1.8983, 3.9531], [-0.5567, 3.2813, 3.9596], [1.4674, -0.4116, -0.3545], [-0.9760, 0.7722, 3.8945], [-3.1377, -1.6468, 3.1132], [2.2164, 0.7955, -4.7521], [-3.7801, -3.4355, 1.0958], [3.9069, 0.7152, -3.0425], [-3.2859, -2.9947, 3.4099], [4.7891, 1.3808, -3.8825], [-3.3145, -1.1921, 1.8119], [3.0991, 1.4607, -5.5924], [2.6209, 0.4229, -3.4771], [4.3845, 1.7530, -5.1574], [-3.6344, -2.0873, 0.7992], [-3.6080, -3.8878, 2.3973], [4.2222, 0.4122, -2.0517], [-3.7894, -1.7357, -0.2127], [-4.0385, -4.1345, 0.3116], [2.3285, 1.8082, 1.5027], [-0.5667, -0.4744, 1.0462], [-2.9255, -0.9522, 3.9166], [-3.7280, -4.9391, 2.6226], [-0.7068, -0.2058, 3.8433], [-0.5835, 0.9705, -0.6358], [0.6446, 3.1039, 0.9178], [-3.1505, -3.3466, 4.4239], [-1.1090, 3.6114, 3.2463], [5.0736, 2.2667, -5.8149], [-3.2386, -0.1325, 1.5824], [2.7872, 1.7474, -6.5883], [1.9440, -0.1076, -2.8200], [5.7943, 1.6033, -3.5481], [1.2159, 0.5640, -5.0954], [-1.8245, 0.9447, 3.3655]], "forces_ev_per_a": [[-0.1, 0.0, -0.2], [0.2, 0.1, 0.2], [-0.1, -0.3, 0.2], [0.3, 0.1, 0.0], [0.0, -0.1, 0.0], [0.1, 0.1, -0.6], [0.0, 0.0, 0.1], [0.0, 0.0, 0.0], [0.0, 0.0, 0.0], [0.0, 0.0, 0.0], [0.1, 0.0, -0.1], [0.0, 0.0, 0.0], [0.0, 0.0, 0.0], [0.0, 0.0, 0.0], [0.0, 0.0, 0.0], [0.0, 0.0, 0.0], [0.0, 0.0, 0.0], [0.0, 0.0, 0.0], [0.0, 0.0, 0.0], [0.0, 0.0, 0.0], [0.0, 0.0, 0.0], [0.0, 0.0, -0.1], [0.0, 0.0, 0.0], [-0.1, 0.0, 0.0], [0.0, 0.0, 0.0], [-0.1, 0.0, 0.3], [0.0, 0.0, 0.0], [0.1, 0.0, 0.0], [0.0, 0.0, 0.0], [-0.3, -0.1, 0.0], [0.0, 0.0, 0.0], [0.0, 0.0, 0.0], [0.0, 0.0, 0.0], [0.0, 0.0, 0.0], [0.0, 0.0, 0.0], [0.0, 0.0, 0.0], [0.0, 0.0, 0.2]], "lowdin_charge": [0.69, 0.52, 0.72, -0.32, -0.44, -0.21, -0.12, -0.10, -0.07, -0.10, -0.08, -0.09, -0.14, -0.09, -0.11, -0.09, -0.09, -0.07, 0.10, 0.10, 0.11, -0.05, -0.03, 0.08, 0.11, 0.05, 0.00, -0.06, 0.11, 0.07, 0.10, 0.09, 0.10, 0.07, 0.10, 0.10, 0.04]}

***

{"formula": "C12H19NSiV", "method": "wB97M-V/def2-TZVPD", "relative_energy_kj_mol": 0.0, "spin_multiplicity": 2, "max_force_ev_per_a": 2.76, "energy_ha": -1756.8054, "symbols": ["V", "Si", "N", "C", "C", "C", "C", "C", "C", "C", "C", "C", "C", "C", "C", "H", "H", "H", "H", "H", "H", "H", "H", "H", "H", "H", "H", "H", "H", "H", "H", "H", "H", "H"], "xyz": [[-0.0129, 0.0384, -1.8944], [-0.0201, 0.0482, 3.1481], [-1.2880, -1.2575, -2.1454], [-0.1498, 2.3147, -2.0293], [-0.4388, 0.8636, -3.8270], [0.9765, 1.0030, -3.5763], [-1.1374, 1.6431, -2.8301], [1.5107, 0.9066, 3.8073], [0.0462, 0.1656, 1.3153], [-1.5527, 0.8872, 3.8324], [1.1443, 1.9168, -2.4821], [-0.3439, -2.3181, -2.4707], [-0.0258, -1.7389, 3.7242], [0.1190, 0.2479, 0.0757], [1.0329, -1.6466, -2.5396], [-2.2669, -1.5014, -2.0088], [-0.0013, -1.7836, 4.8219], [1.7775, 0.5437, -4.1496], [-0.6242, -2.8138, -3.4212], [0.8508, -2.2771, 3.3397], [-0.8896, 0.3250, -4.6569], [-1.5396, 0.8619, 4.9306], [-0.9261, -2.2657, 3.3803], [2.1035, 2.2710, -2.1028], [-0.3613, 3.0010, -1.2054], [1.5227, 1.9551, 3.4786], [-2.2186, 1.7712, -2.7603], [-2.4669, 0.3857, 3.4878], [1.5457, 0.8811, 4.9049], [2.4135, 0.4177, 3.4152], [1.4477, -1.6278, -3.5479], [-1.5969, 1.9362, 3.5114], [1.7419, -2.0106, -1.7944], [-0.3721, -3.1438, -1.7311]], "forces_ev_per_a": [[-1.2, -1.6, 1.0], [0.1, 0.0, 0.4], [0.6, 0.0, 0.8], [0.1, -0.3, -0.6], [0.6, 1.5, 0.0], [-0.6, 1.1, -0.4], [0.9, 0.6, -0.9], [0.1, 0.1, 0.0], [0.0, 0.2, -1.9], [-0.1, 0.1, -0.2], [-0.4, 0.1, -0.6], [-0.2, -1.7, -0.3], [0.0, -0.1, -0.2], [-0.1, -0.2, 2.7], [-0.7, 0.4, -0.2], [0.4, 0.2, -0.3], [0.0, 0.0, -0.2], [-0.3, 0.2, 0.2], [0.2, 0.3, 0.1], [-0.2, 0.1, 0.1], [0.1, -0.1, 0.5], [0.0, 0.0, -0.2], [0.2, 0.1, 0.1], [-0.4, -0.3, 0.0], [0.1, -0.5, -0.3], [0.0, -0.2, 0.1], [0.5, -0.2, 0.1], [0.2, 0.1, 0.1], [0.0, 0.0, -0.2], [-0.2, 0.1, 0.1], [0.1, -0.2, 0.3], [0.0, -0.2, 0.1], [0.0, 0.2, -0.1], [0.1, 0.4, 0.0]], "lowdin_charge": [0.69, 0.40, -0.12, -0.14, -0.16, -0.18, -0.16, -0.20, -0.18, -0.20, -0.14, -0.37, -0.20, -0.14, -0.18, 0.09, 0.03, 0.11, 0.10, 0.03, 0.12, 0.03, 0.03, 0.12, 0.12, 0.03, 0.12, 0.03, 0.03, 0.03, 0.05, 0.03, 0.06, 0.10]}

***

{"formula": "C12H20Br12O4S2", "method": "wB97M-V/def2-TZVPD", "spin_multiplicity": 2, "charge": 1, "max_force_ev_per_a": 3.36, "energy_ha": -32454.2409, "symbols": ["Br", "Br", "Br", "Br", "Br", "Br", "Br", "Br", "Br", "Br", "Br", "Br", "S", "S", "O", "O", "O", "O", "C", "C", "C", "C", "C", "C", "C", "C", "C", "C", "C", "C", "H", "H", "H", "H", "H", "H", "H", "H", "H", "H", "H", "H", "H", "H", "H", "H", "H", "H", "H", "H"], "xyz": [[33.9569, 13.5754, 11.1819], [26.2847, 12.3896, 7.2424], [27.2843, 9.3659, 6.1603], [26.9886, 5.1134, 12.6279], [25.5106, 9.7322, 8.8822], [24.0717, 5.3985, 14.0437], [32.4891, 10.6127, 11.5873], [31.4149, 7.2027, 9.3262], [33.1415, 12.5368, 14.1056], [32.9237, 9.7676, 8.1953], [30.7445, 8.2937, 6.3064], [26.8243, 6.1126, 15.7828], [26.0104, 4.2073, 8.4818], [28.1996, 9.2434, 11.6420], [24.6391, 4.5943, 8.3495], [28.9830, 9.8397, 10.5345], [26.3194, 2.9469, 9.1711], [27.0783, 8.3778, 11.3309], [28.0749, 5.1616, 7.0376], [27.0760, 5.5150, 9.2183], [25.9038, 6.1105, 13.9039], [28.8460, 9.5290, 14.3356], [26.8109, 4.2874, 6.8557], [26.8931, 10.5122, 7.6791], [29.2847, 8.7554, 13.1059], [28.3573, 10.9059, 13.8743], [33.7493, 11.9537, 12.3365], [31.1536, 8.8387, 8.1816], [27.4540, 10.7203, 12.5909], [27.8006, 6.1998, 8.0917], [27.7481, 5.0481, 9.9383], [29.2010, 11.5559, 13.6425], [29.6488, 9.5097, 15.0727], [26.1676, 4.9384, 6.2636], [34.6549, 11.3495, 12.3899], [27.8729, 10.5150, 8.1568], [27.2939, 11.4043, 11.7574], [26.4820, 10.3615, 12.9291], [27.2329, 7.0512, 7.7165], [30.3177, 8.9908, 12.8498], [26.4157, 6.2453, 9.6860], [30.3377, 9.5153, 8.4357], [25.8313, 7.1515, 13.5890], [27.7683, 11.3069, 14.6991], [28.7532, 6.7200, 8.1926], [28.0779, 9.0002, 14.8999], [29.2607, 7.6699, 13.2025], [28.2830, 5.6052, 6.0640], [28.9793, 4.6922, 7.4247], [26.8362, 3.3230, 6.3484]], "forces_ev_per_a": [[-0.1, -1.6, 0.7], [0.8, -1.6, 0.1], [-0.5, 0.5, -0.1], [-0.5, 0.4, 0.8], [1.0, 0.4, -0.9], [1.2, 0.4, -0.1], [0.0, 0.5, -0.3], [-0.5, 1.6, -0.8], [0.3, -0.7, -1.0], [-1.2, -0.1, 0.1], [0.9, 0.5, 1.3], [-0.9, 0.1, -1.8], [1.5, -1.6, 0.6], [-1.0, 2.9, 1.3], [-0.2, 0.5, 0.1], [-0.1, -1.2, 0.9], [-0.2, 1.5, -0.9], [1.3, -0.5, 0.2], [0.0, -0.8, -0.6], [-0.3, 0.7, 0.4], [0.1, -0.6, 1.1], [-0.5, -0.6, -0.4], [0.0, 0.9, 0.1], [-0.8, 0.4, 0.3], [0.2, -1.0, -0.9], [-0.4, 0.4, -0.9], [-0.2, 0.9, -0.2], [0.5, -1.7, -0.5], [0.8, -2.1, 0.4], [-0.3, 1.1, -1.3], [-0.2, -0.1, -0.1], [0.0, 0.1, 0.1], [0.3, 0.6, -0.3], [-0.4, -0.2, 0.0], [0.0, 0.7, 0.2], [-0.6, 0.5, 0.5], [0.4, 0.7, 0.6], [-0.1, -0.1, -0.2], [-0.7, -0.4, -0.2], [-0.1, 0.3, -0.3], [0.0, -0.3, 0.4], [0.4, -0.1, 0.7], [0.2, -0.3, 0.1], [0.0, 0.5, -0.3], [0.2, -0.3, 1.3], [-0.5, -0.1, -0.4], [-0.3, 0.0, 0.0], [0.3, 0.0, 0.0], [-0.1, -0.9, -0.5], [0.4, 0.0, 0.4]], "lowdin_charge": [0.58, 0.53, 0.60, 0.63, 0.60, 0.58, 0.67, 0.61, 0.63, 0.77, 0.66, 0.45, 0.69, 0.69, -0.31, -0.41, -0.34, -0.41, -0.23, -0.25, -1.45, -0.22, -0.20, -1.48, -0.20, -0.18, -1.46, -1.38, -0.16, -0.29, 0.05, 0.10, 0.12, 0.10, -0.01, -0.06, 0.09, 0.09, 0.04, 0.05, 0.08, -0.03, -0.04, 0.12, 0.05, 0.09, 0.09, 0.11, 0.12, 0.11]}